(1)
A molecular structure, C46H52N3P2Sn. Source: OMol25; level of theory: the ωB97M-V functional and the def2-TZVPD basis.

Values from the calculation:
ΔE to the lowest compared entry with this formula, charge and spin: 0.207 eV
orbital gap: 7.5 eV
total charge: +1
max |F|: 0.49 eV/A
LUMO level: -2.888 eV

Atoms and positions in Å:
Sn: 0.315926 1.221807 0.910815
C: 2.657551 -0.519768 -3.639540
C: 3.324584 0.384745 -2.607662
C: 4.521858 1.114598 -3.214559
C: 3.716328 -0.414731 -1.375501
C: 4.641522 -1.447094 -1.514536
C: 5.030872 -2.208965 -0.429743
C: 4.492815 -1.952187 0.822452
C: 3.564060 -0.936539 1.014216
C: 3.059752 -0.604787 2.408097
C: 3.800115 0.610630 2.972436
C: 3.151369 -1.774522 3.384948
C: 3.197415 -0.171829 -0.099390
N: 2.342901 0.968310 0.079153
C: 2.845707 2.152144 -0.154572
C: 2.035232 3.277573 -0.244270
C: 2.371224 4.615576 -0.463035
C: 1.173227 5.293379 -0.577991
C: 0.133740 4.353999 -0.441111
N: 0.650779 3.122328 -0.235180
C: -1.334587 4.690465 -0.549610
C: -2.200787 3.444138 -0.673930
C: -1.556066 5.556140 -1.799215
C: -1.748007 5.481819 0.699229
H: 2.305261 0.066372 -4.489925
H: 1.810334 -1.045812 -3.207402
H: 3.354846 -1.269460 -4.018276
H: 2.589451 1.139218 -2.323727
H: 5.290551 0.411371 -3.538442
H: 4.983791 1.800296 -2.502673
H: 4.214388 1.690707 -4.087573
H: 5.063658 -1.650027 -2.490219
H: 5.760752 -2.997959 -0.553283
H: 4.808917 -2.551023 1.664968
H: 1.998287 -0.335399 2.326049
H: 4.874373 0.418288 2.994233
H: 3.477375 0.824283 3.992059
H: 3.635427 1.507955 2.373260
H: 4.186380 -1.970914 3.669593
H: 2.733806 -2.694463 2.973114
H: 2.607874 -1.539066 4.300526
H: 3.919014 2.258945 -0.307779
H: 3.368803 5.016873 -0.532131
H: 1.046095 6.345584 -0.767202
H: -1.801231 2.735662 -1.401659
H: -3.206741 3.718725 -0.995364
H: -2.303976 2.929146 0.283174
H: -1.308604 5.002093 -2.705616
H: -0.953133 6.462370 -1.783236
H: -2.604652 5.850952 -1.853132
H: -1.583432 4.894943 1.605834
H: -2.806692 5.743094 0.648490
H: -1.174613 6.404522 0.789378
C: -2.811125 -2.555343 -0.546298
N: -1.887092 -1.452812 -0.222429
P: -2.401524 0.132898 0.121107
C: -3.821046 0.341807 -0.972414
C: -3.571826 0.355109 -2.347258
C: -4.610156 0.525679 -3.244979
C: -5.906681 0.706594 -2.775078
C: -6.158698 0.710540 -1.412723
C: -5.119398 0.526668 -0.509056
C: -3.076536 0.134862 1.814536
C: -3.527032 -1.018926 2.459483
C: -3.990867 -0.963656 3.763870
C: -4.010197 0.245820 4.445909
C: -3.553713 1.397367 3.823989
C: -3.081678 1.337504 2.519999
P: -0.244636 -1.709009 0.123385
C: -0.205748 -2.827372 1.547464
C: -0.320492 -2.241816 2.808731
C: -0.387193 -3.029578 3.946918
C: -0.328702 -4.411624 3.835063
C: -0.214762 -5.004505 2.584517
C: -0.158402 -4.217679 1.444138
C: 0.347647 -2.684816 -1.280813
C: 1.565194 -3.360044 -1.202758
C: 2.056071 -4.044959 -2.302593
C: 1.332017 -4.074497 -3.486784
C: 0.123137 -3.400973 -3.574150
C: -0.360723 -2.696811 -2.481693
H: -3.148995 -2.478707 -1.580106
H: -3.689999 -2.550266 0.094352
H: -2.300144 -3.509574 -0.419344
H: -2.558087 0.234847 -2.715422
H: -4.411685 0.529337 -4.308065
H: -6.718915 0.847779 -3.475156
H: -7.166788 0.853163 -1.048098
H: -5.324819 0.528978 0.553806
H: -3.500911 -1.974571 1.957723
H: -4.337859 -1.866184 4.248731
H: -4.375246 0.287451 5.463242
H: -3.556889 2.340701 4.352823
H: -2.720779 2.248150 2.054185
H: -0.364417 -1.161328 2.909362
H: -0.473957 -2.564048 4.919635
H: -0.372572 -5.028983 4.722354
H: -0.174194 -6.081975 2.496417
H: -0.068066 -4.688988 0.473757
H: 2.138603 -3.348923 -0.284382
H: 3.003831 -4.561220 -2.231841
H: 1.712295 -4.618931 -4.340268
H: -0.439462 -3.415161 -4.497976
H: -1.300610 -2.166431 -2.560355

Force components x, y, z for each atom (eV/Å):
Sn -0.3 0.1 0.3
C 0.1 0.0 -0.1
C -0.1 0.0 0.1
C 0.1 0.0 0.0
C 0.1 0.0 0.0
C 0.0 0.0 0.0
C 0.0 0.0 0.0
C -0.1 -0.1 0.0
C 0.1 -0.1 0.1
C -0.1 0.0 -0.1
C 0.1 0.1 0.0
C 0.0 0.0 0.0
C 0.0 0.4 0.0
N -0.2 -0.3 -0.1
C 0.3 0.0 -0.1
C 0.0 0.0 -0.1
C -0.1 0.0 0.0
C 0.0 0.0 0.0
C 0.0 -0.1 0.0
N -0.1 0.0 -0.1
C 0.0 0.0 0.0
C -0.1 0.0 0.0
C 0.0 0.0 0.0
C 0.0 0.0 0.0
H 0.0 0.0 0.0
H -0.1 -0.1 0.0
H 0.0 0.0 0.0
H 0.0 0.0 0.0
H 0.0 0.0 0.0
H 0.0 0.0 0.0
H 0.0 0.0 0.0
H 0.0 0.0 0.0
H 0.0 0.0 0.0
H 0.0 0.0 0.0
H 0.0 -0.1 0.0
H 0.0 0.0 0.0
H 0.0 0.0 0.0
H 0.0 0.0 0.0
H 0.0 0.0 0.0
H 0.0 0.0 0.0
H 0.0 0.0 0.0
H 0.0 0.0 0.0
H 0.0 0.0 0.0
H 0.0 0.0 0.0
H 0.0 0.0 0.0
H 0.0 0.0 0.0
H 0.1 0.0 -0.1
H 0.0 0.0 0.0
H 0.0 0.0 0.0
H 0.0 0.0 0.0
H 0.0 0.0 0.0
H 0.0 0.0 0.0
H 0.0 0.0 0.0
C 0.0 0.0 0.0
N -0.2 -0.1 0.1
P 0.3 -0.1 0.0
C -0.1 0.1 -0.1
C 0.0 0.0 0.0
C 0.0 0.0 0.0
C 0.0 0.0 0.0
C 0.0 0.0 0.0
C 0.0 0.0 0.0
C -0.1 -0.1 0.0
C 0.1 0.0 0.0
C 0.0 0.1 0.0
C 0.0 0.0 0.0
C 0.0 0.0 0.0
C 0.0 0.1 0.0
P 0.2 0.4 -0.2
C -0.1 -0.1 0.0
C 0.0 0.0 0.0
C 0.0 0.0 0.0
C 0.0 0.0 0.0
C 0.0 0.0 0.0
C 0.0 0.0 0.0
C 0.0 -0.1 0.0
C 0.0 0.1 0.0
C 0.0 0.0 0.0
C 0.0 0.0 0.0
C 0.0 0.0 0.0
C 0.0 0.0 0.0
H 0.0 0.0 0.0
H 0.0 0.0 0.0
H 0.0 0.0 0.0
H 0.0 0.0 0.0
H 0.0 0.0 0.0
H 0.0 0.0 0.0
H 0.0 0.0 0.0
H 0.0 0.0 0.0
H 0.0 0.0 0.0
H 0.0 0.0 0.0
H 0.0 0.0 0.0
H 0.0 0.0 0.0
H 0.0 -0.1 0.0
H 0.0 0.0 0.0
H 0.0 0.0 0.0
H 0.0 0.0 0.0
H 0.0 0.0 0.0
H 0.0 0.0 0.0
H 0.0 0.0 0.1
H 0.0 0.0 0.0
H 0.0 0.0 0.0
H 0.0 0.0 0.0
H 0.1 0.0 0.0



(2)
A molecular structure, C46H52N7O2P2Rb. Source: OMol25; level of theory: the ωB97M-V functional and the def2-TZVPD basis.

Values from the calculation:
ΔE to the lowest compared entry with this formula, charge and spin: 0.218 eV
orbital gap: 5.6 eV
total charge: -2
max |F|: 0.17 eV/A
LUMO level: 3.588 eV

Atoms and positions in Å:
Rb: 0.286852 0.353197 -0.278259
C: -2.050791 -2.004406 -2.618880
C: -3.095387 -2.180407 -1.558275
C: -4.441054 -2.246024 -1.900415
C: -5.421212 -2.407385 -0.931428
C: -5.038034 -2.464850 0.399308
C: -3.700014 -2.397900 0.775411
C: -3.330327 -2.420896 2.227050
C: -2.700126 -2.291698 -0.209994
N: -1.327285 -2.233601 0.072985
C: -0.808829 -3.331691 0.601396
O: -1.412836 -4.369792 0.959609
C: 0.718901 -3.385018 0.743877
C: 1.261646 -4.656310 0.925133
C: 2.632801 -4.787100 1.038734
C: 3.420885 -3.650504 0.987242
C: 2.805591 -2.416297 0.804906
N: 1.477447 -2.286923 0.685422
C: 3.734272 -1.192971 0.749441
O: 4.901478 -1.383420 1.160962
N: 3.208776 -0.103819 0.224175
C: 3.952218 1.077962 0.227841
C: 4.469825 1.664856 1.404231
C: 4.294494 1.002502 2.737837
C: 5.115294 2.896178 1.335586
C: 5.265797 3.574855 0.137932
C: 4.747654 3.006060 -1.017034
C: 4.094095 1.781943 -0.988931
C: 3.533258 1.201123 -2.254612
H: -2.497551 -2.012420 -3.615580
H: -1.291611 -2.786212 -2.560875
H: -1.523173 -1.056225 -2.492051
H: -4.716371 -2.184623 -2.949324
H: -6.467487 -2.485590 -1.209843
H: -5.790531 -2.570682 1.176979
H: -4.224022 -2.382570 2.855350
H: -2.705936 -1.556258 2.465983
H: -2.756148 -3.320065 2.458889
H: 0.583043 -5.494707 0.973315
H: 3.084246 -5.765868 1.165987
H: 4.496269 -3.669708 1.088156
H: 5.010811 0.188492 2.864801
H: 3.302685 0.553116 2.799728
H: 4.412492 1.728871 3.547892
H: 5.498104 3.332429 2.254508
H: 5.766944 4.535810 0.105615
H: 4.843153 3.523136 -1.966698
H: 3.856891 1.781140 -3.121271
H: 2.440810 1.207290 -2.248270
H: 3.844904 0.163466 -2.383758
C: 1.780993 -0.154682 5.052484
P: 0.789011 -0.171443 3.493765
C: -0.097576 -1.751736 3.764266
C: -0.507013 1.060835 3.971671
C: 0.046874 2.486304 3.839275
P: 0.276419 2.996687 2.062460
C: -1.135437 4.169993 1.902466
C: 1.643937 4.209202 2.268880
H: 1.163148 -0.354457 5.933582
H: 2.286686 0.804158 5.174612
H: 2.556485 -0.919224 4.976635
H: -0.663164 -1.764744 4.701351
H: 0.639149 -2.557627 3.776326
H: -0.766124 -1.946521 2.927402
H: -0.872292 0.863303 4.986694
H: -1.344224 0.915915 3.281686
H: 1.027102 2.549317 4.322581
H: -0.597417 3.213416 4.344675
H: -2.069100 3.612142 1.975145
H: -1.110668 4.626819 0.911311
H: -1.106450 4.953811 2.665285
H: 1.459262 4.916532 3.083565
H: 1.770354 4.761202 1.335886
H: 2.576781 3.672025 2.448866
C: 2.114904 -4.026566 -3.956370
C: 2.395225 -3.328999 -2.789467
C: 1.920200 -2.036014 -2.625093
C: 1.169961 -1.438808 -3.630347
C: 0.888233 -2.132834 -4.803198
C: 1.363360 -3.424717 -4.960612
N: 0.652008 -0.141099 -3.330654
N: 0.330968 0.524949 -4.322738
C: -0.239731 1.821916 -4.064785
C: -0.572404 2.472100 -5.259258
C: -1.153053 3.727562 -5.220072
C: -1.382645 4.305891 -3.974390
C: -1.029912 3.624902 -2.811760
C: -0.439348 2.346351 -2.776030
H: 2.467786 -5.043843 -4.079216
H: 2.966670 -3.788944 -1.992145
H: 2.133309 -1.482841 -1.717423
H: 0.283172 -1.653635 -5.561038
H: 1.131726 -3.975338 -5.865539
H: -0.370405 1.974371 -6.202876
H: -1.422712 4.244003 -6.134948
H: -1.840511 5.290758 -3.913546
H: -1.238614 4.135015 -1.868310
N: -6.561237 0.598960 -0.615659
C: -5.267085 0.849168 -0.152300
C: -4.236591 1.169322 -1.027264
C: -2.967264 1.386053 -0.523666
N: -2.660943 1.310102 0.774979
C: -3.665867 1.042269 1.607205
C: -4.967814 0.813862 1.207621
H: -6.549021 0.219127 -1.552206
H: -7.058643 -0.038829 -0.010355
H: -4.404842 1.214342 -2.096412
H: -2.150936 1.625290 -1.204689
H: -3.418103 0.983058 2.663375
H: -5.729507 0.565333 1.937581

Force components x, y, z for each atom (eV/Å):
Rb 0.0 -0.1 0.0
C 0.0 0.0 0.0
C -0.1 0.0 0.0
C 0.0 0.0 0.0
C 0.0 -0.1 0.0
C 0.0 -0.1 0.0
C 0.0 0.0 0.0
C 0.0 0.0 0.0
C 0.0 0.1 0.0
N 0.0 -0.1 0.0
C 0.0 0.1 0.1
O 0.0 0.0 -0.1
C -0.1 0.0 0.0
C 0.0 0.0 0.0
C 0.0 0.0 0.0
C 0.0 -0.1 0.0
C 0.0 0.2 0.0
N 0.0 -0.1 -0.1
C 0.0 -0.1 0.0
O 0.0 0.0 0.0
N 0.0 0.1 0.0
C 0.0 0.0 0.0
C 0.0 0.0 0.0
C 0.0 0.0 0.0
C 0.0 0.0 0.0
C 0.0 0.0 0.0
C 0.0 0.0 0.0
C 0.0 0.0 0.0
C 0.0 0.0 0.0
H 0.0 0.0 0.0
H 0.0 0.0 0.0
H 0.0 0.0 0.0
H 0.0 0.0 0.0
H 0.0 0.0 0.0
H 0.0 0.0 0.0
H 0.0 0.0 0.0
H 0.0 0.0 0.0
H 0.0 0.0 0.0
H 0.0 0.0 0.0
H 0.0 0.0 0.0
H 0.0 0.0 0.0
H 0.0 0.0 0.0
H 0.0 0.0 0.0
H 0.0 0.0 0.0
H 0.0 0.0 0.0
H 0.0 0.0 0.0
H 0.0 0.0 0.0
H 0.0 0.0 0.0
H 0.0 0.0 0.0
H 0.0 0.0 0.0
C 0.0 0.0 0.0
P 0.0 0.0 0.0
C 0.0 0.0 0.0
C 0.0 0.0 0.0
C 0.0 0.0 0.0
P 0.0 0.1 0.0
C 0.0 0.0 0.0
C 0.0 0.0 0.0
H 0.0 0.0 0.0
H 0.0 0.0 0.0
H 0.0 0.0 0.0
H 0.0 0.0 0.0
H 0.0 0.0 0.0
H 0.0 0.0 0.0
H 0.0 0.0 0.0
H 0.0 0.0 0.0
H 0.0 0.0 0.0
H 0.0 0.0 0.0
H 0.0 0.0 0.0
H 0.0 0.0 0.0
H 0.0 0.0 0.0
H 0.0 0.0 0.0
H 0.0 0.0 0.0
H 0.0 0.0 0.0
C 0.0 0.0 0.0
C 0.0 0.0 0.0
C 0.0 0.0 0.0
C 0.0 0.0 0.0
C 0.0 0.0 0.0
C 0.0 0.0 0.0
N 0.0 0.0 0.0
N 0.0 0.0 0.0
C 0.0 0.0 -0.1
C 0.0 0.0 0.0
C 0.0 0.0 0.0
C 0.0 0.0 0.0
C 0.0 0.0 0.0
C -0.1 -0.1 0.0
H 0.0 0.0 0.0
H 0.0 0.0 0.0
H 0.0 0.0 0.0
H 0.0 0.0 0.0
H 0.0 0.0 0.0
H 0.0 0.0 0.0
H 0.0 0.0 0.0
H 0.0 0.0 0.0
H 0.0 0.0 0.0
N 0.0 0.1 0.0
C 0.0 0.0 0.0
C 0.0 0.0 0.0
C 0.1 0.0 0.0
N 0.0 0.1 0.1
C 0.0 0.0 -0.1
C 0.0 0.0 0.0
H 0.0 0.0 0.0
H 0.0 0.0 0.0
H 0.0 0.0 0.0
H 0.0 0.0 0.0
H 0.0 0.0 0.0
H 0.0 0.0 0.0